(1)
{"formula": "C9H13AuO4P", "method": "ωB97M-V/def2-TZVPD", "charge": 3, "e_tot_ha": -1127.2690, "multiplicity": 3, "e_lumo_ev": [-11.7733, -14.9907], "gap_ev": [6.78, 4.92], "symbols": ["Au", "O", "C", "C", "O", "C", "O", "C", "O", "C", "H", "H", "C", "H", "H", "C", "P", "C", "C", "H", "H", "H", "H", "H", "H", "H", "H", "H"], "coordinates": [[0.115, 0.152, -0.418], [0.257, 3.185, -0.084], [0.204, 2.043, -0.231], [0.023, -1.748, -0.392], [-0.032, -2.899, -0.342], [2.018, 0.062, -0.419], [3.169, 0.006, -0.397], [-1.787, 0.244, -0.462], [-2.939, 0.299, -0.465], [0.147, 0.841, -5.509], [-0.743, 1.442, -5.655], [1.095, 1.353, -5.635], [0.082, -0.539, -5.567], [0.977, -1.126, -5.740], [-0.861, -1.038, -5.760], [1.100, -0.171, 3.571], [0.170, -0.123, 1.995], [-0.665, -1.724, 2.334], [-0.776, 1.373, 2.473], [1.813, -1.019, 3.557], [0.426, -0.273, 4.447], [1.682, 0.771, 3.681], [-0.990, -1.780, 3.393], [-1.578, -1.822, 1.711], [0.035, -2.565, 2.155], [-1.117, 1.295, 3.526], [-0.141, 2.277, 2.385], [-1.681, 1.482, 1.848]], "lowdin_charge": [0.96, 0.27, -0.21, -0.24, 0.26, -0.21, 0.27, -0.20, 0.27, 0.25, 0.12, 0.12, 0.25, 0.12, 0.12, -0.21, 0.83, -0.24, -0.24, 0.08, 0.09, 0.08, 0.09, 0.06, 0.08, 0.09, 0.07, 0.05]}



(2)
{"formula": "C19H31N5O2S", "method": "ωB97M-V/def2-TZVPD", "charge": 0, "e_tot_ha": -1565.0841, "smiles": "CC(C)c1nnc(NC(=O)CCC(=O)N2CCN(C3CCCCC3)CC2)s1", "e_lumo_ev": 0.5640, "gap_ev": 9.16, "symbols": ["C", "H", "H", "H", "C", "C", "N", "N", "C", "N", "C", "O", "C", "H", "C", "C", "O", "N", "C", "H", "C", "N", "C", "C", "H", "H", "H", "H", "C", "C", "C", "C", "C", "C", "H", "H", "H", "H", "H", "H", "H", "H", "H", "H", "H", "H", "H", "H", "H", "H", "H", "H", "S", "C", "H", "H", "H", "H"], "coordinates": [[-5.357, 5.587, 0.548], [-6.256, 6.193, 0.629], [-5.127, 5.442, -0.506], [-5.547, 4.617, 1.001], [-4.186, 6.288, 1.246], [-2.978, 5.423, 1.151], [-2.009, 5.600, 0.328], [-1.054, 4.680, 0.395], [-1.285, 3.773, 1.283], [-0.440, 2.728, 1.531], [-0.721, 1.798, 2.480], [-1.734, 1.836, 3.149], [0.300, 0.683, 2.657], [0.194, 0.337, 3.687], [1.757, 1.072, 2.374], [2.058, 0.996, 0.886], [1.813, 1.964, 0.169], [2.582, -0.131, 0.382], [2.735, -1.410, 1.034], [3.771, -1.742, 0.903], [1.804, -2.434, 0.373], [2.143, -2.539, -1.030], [1.920, -1.261, -1.677], [2.843, -0.221, -1.043], [3.885, -0.525, -1.185], [2.680, 0.762, -1.483], [0.876, -0.916, -1.581], [2.158, -1.350, -2.738], [1.605, -3.691, -1.742], [0.089, -3.897, -1.617], [-0.353, -5.056, -2.506], [0.385, -6.336, -2.125], [1.894, -6.132, -2.217], [2.331, -4.973, -1.325], [2.096, -5.219, -0.288], [3.407, -4.816, -1.401], [2.412, -7.045, -1.916], [2.169, -5.918, -3.252], [0.079, -7.150, -2.784], [0.120, -6.616, -1.103], [-1.430, -5.205, -2.409], [-0.142, -4.813, -3.550], [-0.437, -2.985, -1.910], [-0.168, -4.121, -0.580], [1.837, -3.514, -2.799], [0.758, -2.110, 0.527], [1.944, -3.401, 0.855], [2.512, -1.349, 2.096], [1.926, 2.104, 2.687], [2.432, 0.439, 2.948], [-0.007, -0.142, 2.007], [0.400, 2.671, 0.935], [-2.784, 3.992, 2.161], [-3.918, 7.656, 0.625], [-3.098, 8.152, 1.138], [-4.806, 8.279, 0.695], [-3.643, 7.540, -0.419], [-4.436, 6.408, 2.306]], "lowdin_charge": [-0.07, 0.08, 0.09, 0.07, -0.44, -0.57, 0.00, 0.01, -0.57, 0.12, -0.48, -0.01, -0.07, 0.13, -0.08, -0.44, 0.03, -0.04, -0.11, 0.13, -0.16, -0.14, -0.16, -0.11, 0.13, 0.12, 0.13, 0.13, -0.33, -0.15, -0.20, -0.21, -0.20, -0.16, 0.11, 0.12, 0.11, 0.11, 0.11, 0.11, 0.11, 0.12, 0.11, 0.12, 0.15, 0.12, 0.12, 0.11, 0.13, 0.11, 0.12, 0.11, 1.14, -0.08, 0.08, 0.08, 0.08, 0.13]}



(3)
{"formula": "C3H3NO", "method": "ωB97M-V/def2-TZVPD", "charge": 0, "e_tot_ha": -245.9783, "e_lumo_ev": 1.0524, "gap_ev": 9.16, "symbols": ["C", "C", "C", "N", "O", "H", "H", "H"], "coordinates": [[0.211, -0.623, -1.493], [-1.299, 1.211, -0.074], [0.428, -0.311, 0.899], [0.477, -0.679, -0.330], [-1.336, 2.162, 0.558], [0.621, -1.181, -2.346], [0.944, 0.502, 1.343], [-0.047, -1.081, 1.443]], "lowdin_charge": [0.04, -0.02, -0.10, -0.17, 0.04, 0.06, 0.07, 0.07]}



(4)
{"formula": "C5H10O", "method": "ωB97M-V/def2-TZVPD", "charge": 0, "e_tot_ha": -271.7049, "smiles": "C=CC.CC=O", "e_lumo_ev": 1.0859, "gap_ev": 10.70, "symbols": ["C", "C", "C", "C", "C", "O", "H", "H", "H", "H", "H", "H", "H", "H", "H", "H"], "coordinates": [[0.324, -0.883, 1.547], [0.270, 0.424, 1.308], [1.432, 1.294, 0.960], [-0.184, -0.038, -1.584], [-1.206, -1.131, -1.579], [-0.445, 1.123, -1.795], [-1.088, -1.710, -0.656], [-0.522, -1.412, 1.975], [1.244, -1.451, 1.413], [-0.669, 0.955, 1.471], [1.616, 1.976, 1.796], [1.214, 1.909, 0.087], [2.346, 0.719, 0.785], [0.862, -0.383, -1.441], [-1.031, -1.788, -2.439], [-2.210, -0.712, -1.639]], "lowdin_charge": [-0.04, -0.27, -0.11, -0.35, -0.05, 0.03, 0.06, 0.06, 0.06, 0.11, 0.08, 0.06, 0.08, 0.12, 0.08, 0.08]}



Energy relative to the best compared isomer or geometry (same formula, charge and spin) values, unit eV, following the record order: 3.9912; 0.1251; 3.0811; 1.2997.